# 1
# C47H77BBeClCsF4N6O11Si2

A structure of composition C47H77BBeClCsF4N6O11Si2 at a distorted geometry (the ωB97M-V functional and the def2-TZVPD basis, OMol25).

- Max |F|: 0.1287 hartree/bohr
- Frontier orbital gap: 1.06 eV
- E_tot: -4491.5925 a.u.

Atoms and positions in Å:
C: -4.868 2.754 4.363
C: -5.316 2.972 2.962
O: -5.029 3.901 2.293
O: -6.111 1.958 2.485
C: -7.280 2.405 1.767
C: -7.016 2.752 0.308
C: -6.821 1.536 -0.604
C: -5.566 0.664 -0.309
C: -4.237 1.430 -0.127
C: -3.391 0.736 0.969
Si: -1.573 1.235 1.098
C: -0.554 -0.260 0.669
C: 0.916 0.054 0.372
C: 1.207 0.496 -1.055
O: 0.672 -0.426 -2.028
O: -1.130 2.457 0.077
Si: -1.211 4.075 0.452
O: 0.187 4.762 -0.101
C: -2.619 4.895 -0.497
C: -2.971 4.262 -1.858
C: -2.078 4.785 -3.013
C: -1.631 3.649 -3.923
N: -0.570 2.826 -3.275
C: 0.637 2.828 -4.019
N: 0.844 1.991 -4.934
N: 1.557 3.856 -3.677
C: -1.450 4.435 2.260
C: -0.243 4.290 3.242
C: -0.636 3.580 4.557
C: 1.011 3.635 2.668
H: -4.146 3.518 4.629
H: -5.732 2.861 5.019
H: -4.427 1.767 4.491
H: -8.003 1.584 1.751
H: -7.758 3.222 2.302
H: -6.202 3.463 0.203
H: -7.919 3.270 -0.027
H: -7.719 0.915 -0.456
H: -6.834 1.784 -1.663
H: -5.775 0.092 0.617
H: -5.411 -0.085 -1.095
H: -4.374 2.470 0.152
H: -3.691 1.314 -1.060
H: -3.406 -0.336 0.745
H: -3.848 0.853 1.957
H: -1.287 1.564 2.511
H: -0.588 -0.875 1.574
H: -0.993 -0.845 -0.142
H: 1.468 -0.878 0.512
H: 1.352 0.754 1.078
H: 0.782 1.480 -1.257
H: 2.285 0.514 -1.199
H: -0.221 -0.115 -2.202
H: 0.016 5.487 -0.707
H: -3.495 5.042 0.137
H: -2.247 5.902 -0.721
H: -2.923 3.176 -1.839
H: -3.994 4.563 -2.097
H: -2.663 5.471 -3.625
H: -1.211 5.284 -2.585
H: -1.242 4.075 -4.849
H: -2.479 3.002 -4.148
H: -0.866 1.858 -3.267
H: 1.756 2.173 -5.348
H: 2.147 3.554 -2.905
H: 1.076 4.707 -3.418
H: -2.301 3.894 2.678
H: -1.764 5.483 2.281
H: 0.048 5.299 3.535
H: -0.191 4.108 5.400
H: -1.713 3.601 4.721
H: -0.246 2.564 4.596
H: 1.700 3.491 3.510
H: 0.864 2.644 2.239
H: 1.518 4.280 1.948
Cs: -6.519 -0.946 1.812
C: -3.423 -2.314 -3.621
C: -4.787 -2.947 -3.461
O: -5.746 -2.314 -3.035
N: -4.914 -4.248 -3.810
C: -3.896 -5.144 -4.330
H: -3.490 -1.277 -3.304
H: -2.681 -2.825 -3.006
H: -3.101 -2.340 -4.661
H: -5.846 -4.611 -3.685
H: -4.186 -5.513 -5.313
H: -3.772 -6.000 -3.665
H: -2.944 -4.632 -4.418
C: 4.520 1.434 4.199
C: 3.516 0.691 3.462
N: 2.725 0.102 2.874
H: 4.073 2.242 4.777
H: 5.044 0.787 4.896
H: 5.260 1.857 3.518
N: 1.844 -3.168 -2.591
C: 1.741 -4.320 -3.319
C: 2.754 -5.159 -2.932
C: 3.495 -4.485 -1.924
C: 2.906 -3.260 -1.739
H: 1.234 -2.369 -2.662
H: 0.960 -4.447 -4.050
H: 2.940 -6.146 -3.322
H: 4.357 -4.856 -1.396
H: 3.152 -2.450 -1.073
B: 3.158 2.050 7.543
F: 3.406 2.695 8.741
F: 4.372 1.425 7.081
F: 2.193 1.054 7.695
F: 2.738 2.966 6.550
Be: 3.673 4.472 2.614
C: 0.820 -6.513 -0.074
C: 0.179 -7.555 -0.733
C: 0.418 -8.867 -0.363
C: 1.310 -9.144 0.664
C: 1.971 -8.098 1.313
C: 1.715 -6.783 0.946
C: 2.968 -8.370 2.390
O: 3.537 -7.464 2.958
C: 3.245 -9.794 2.740
C: 4.206 -10.075 3.702
C: 4.470 -11.389 4.050
C: 3.769 -12.426 3.445
C: 2.813 -12.152 2.482
C: 2.553 -10.836 2.120
C: 1.541 -10.563 1.059
O: 0.928 -11.467 0.531
H: 0.629 -5.488 -0.365
H: -0.510 -7.341 -1.540
H: -0.080 -9.684 -0.866
H: 2.225 -5.980 1.460
H: 4.742 -9.261 4.169
H: 5.222 -11.607 4.797
H: 3.973 -13.452 3.724
H: 2.266 -12.951 2.003
O: 8.779 6.937 -4.983
C: 7.687 6.695 -4.548
O: 6.900 5.831 -5.214
C: 5.661 5.337 -4.684
C: 4.494 6.258 -4.963
C: 7.147 7.400 -3.323
H: 5.766 5.117 -3.620
H: 5.509 4.385 -5.189
H: 4.630 7.229 -4.482
H: 3.553 5.824 -4.606
H: 4.395 6.433 -6.032
H: 6.723 8.355 -3.631
H: 7.980 7.586 -2.650
H: 6.395 6.837 -2.776
O: 4.317 -0.652 8.385
H: 4.984 -0.509 7.687
Cl: 1.342 5.716 -5.531

Cartesian forces, eV/Å:
C 0.112 0.058 0.179
C 0.309 -0.670 0.512
O 0.079 1.196 -0.763
O -0.828 -0.470 0.404
C 0.197 0.117 -0.978
C -0.192 0.159 -0.417
C 0.253 -0.760 0.463
C -0.012 0.927 0.086
C 0.025 -1.106 0.584
C -0.275 0.267 -0.311
Si 0.557 -0.717 -0.257
C 0.041 0.496 0.158
C 0.142 -0.849 -0.480
C -0.319 0.072 0.102
O -0.084 0.132 0.156
O -0.560 0.226 0.807
Si -0.392 0.395 -0.693
O 0.100 0.056 0.040
C 0.391 -0.254 -0.210
C -0.049 0.759 -0.122
C -0.588 -0.831 0.191
C 0.552 0.446 0.371
N -0.387 -0.335 -0.134
C 0.151 0.354 -0.167
N 0.127 -0.358 0.166
N -0.001 -0.341 0.461
C 0.600 -0.071 0.422
C -0.344 -0.051 0.153
C 0.281 0.379 0.009
C 0.211 0.100 0.543
H 0.085 -0.016 -0.030
H -0.033 -0.187 0.067
H -0.065 -0.082 0.070
H 0.061 -0.143 0.382
H 0.182 0.149 0.068
H 0.028 0.066 0.154
H 0.001 0.052 -0.089
H -0.005 -0.149 -0.195
H 0.035 0.325 0.008
H 2.572 3.856 -4.547
H -0.301 -0.035 0.012
H 0.004 0.153 -0.329
H 0.079 0.585 -0.108
H 0.218 -0.204 0.074
H -0.113 0.081 0.026
H -0.088 0.183 0.003
H -0.068 -0.175 -0.049
H -0.019 -0.102 -0.016
H 0.143 0.065 0.155
H -0.052 0.122 0.009
H 0.161 0.139 0.007
H 0.034 0.085 -0.114
H 0.034 -0.178 -0.172
H 0.207 -0.031 -0.018
H -0.058 -0.153 0.079
H -0.169 0.173 0.189
H 0.004 -0.063 0.153
H -0.137 -0.327 -0.030
H 0.205 0.348 0.107
H 0.141 0.180 -0.300
H -0.042 -0.149 -0.141
H -0.066 0.042 -0.176
H -0.112 0.023 -0.095
H 0.009 -0.030 -0.074
H 0.120 0.057 -0.055
H 0.021 -0.007 0.157
H -0.130 -0.112 -0.227
H -0.109 0.040 -0.126
H 0.017 0.089 -0.159
H 0.105 -0.110 0.062
H -0.072 -0.178 -0.035
H -0.243 -0.158 -0.012
H 0.006 -0.121 0.027
H -0.116 0.002 -0.108
H -0.263 -0.059 -0.310
Cs -2.579 -4.054 4.554
C -0.059 0.032 0.053
C 0.022 0.079 -0.030
O 0.039 0.032 0.197
N 0.085 0.008 0.027
C -0.263 -0.042 0.040
H -0.050 0.010 -0.003
H 0.045 -0.022 -0.067
H 0.066 -0.032 0.014
H -0.010 -0.011 -0.033
H 0.077 0.009 -0.032
H 0.081 0.000 -0.007
H 0.012 0.015 0.000
C 0.400 0.231 0.014
C -0.057 0.000 -0.010
N 0.030 -0.008 0.111
H -0.132 -0.120 0.041
H -0.107 -0.054 0.051
H -0.076 -0.049 -0.120
N -0.139 -0.085 -0.034
C -0.026 0.025 0.034
C -0.012 -0.043 0.030
C -0.017 -0.020 0.012
C -0.035 0.003 0.018
H 0.117 0.165 0.096
H 0.031 0.004 -0.044
H 0.013 -0.005 -0.002
H 0.012 0.000 -0.002
H 0.019 0.005 -0.001
B -0.524 0.087 0.316
F 0.069 0.058 -0.082
F 0.241 -0.371 0.124
F 0.018 -0.045 -0.068
F 0.199 -0.049 -0.153
Be 0.334 0.106 -0.006
C -0.033 0.025 -0.033
C -0.005 0.020 0.034
C -0.075 0.057 -0.079
C 0.082 -0.015 0.073
C 0.014 -0.093 0.020
C -0.041 0.084 -0.037
C 0.014 0.040 0.015
O 0.013 0.014 0.014
C -0.064 0.007 -0.079
C 0.069 -0.055 0.078
C -0.022 -0.024 -0.012
C 0.012 0.025 0.011
C 0.052 -0.092 0.050
C -0.012 0.097 -0.022
C -0.028 -0.032 -0.031
O -0.006 -0.014 -0.004
H 0.062 0.012 -0.038
H 0.008 0.007 -0.016
H 0.025 -0.060 0.047
H 0.059 -0.037 0.023
H -0.044 0.061 -0.028
H 0.003 -0.004 0.010
H 0.006 -0.008 0.003
H -0.036 0.041 -0.055
O 0.056 -0.014 -0.002
C -0.140 0.196 -0.037
O 0.113 -0.164 -0.006
C -0.221 0.020 0.033
C 0.150 0.089 0.200
C 0.101 -0.282 0.224
H 0.032 0.023 0.000
H 0.065 0.001 -0.041
H -0.010 -0.025 0.043
H 0.369 0.079 -0.117
H -0.059 -0.065 -0.020
H -0.022 0.006 -0.017
H 0.056 0.112 -0.091
H -0.093 0.061 -0.079
O 0.006 0.238 -0.245
H -0.058 0.118 0.065
Cl -0.532 0.324 -0.465

=====

# 2
# C33H37ClInN4

A structure of composition C33H37ClInN4 at a distorted geometry (the ωB97M-V functional and the def2-TZVPD basis, OMol25).

- Charge: -1
- Max |F|: 0.0524 hartree/bohr
- Frontier orbital gap: 4.33 eV
- E_tot: -2148.9248 a.u.
- ΔE to the lowest compared entry with this formula, charge and spin: 0.0 kJ/mol

Atoms and positions in Å:
In: 0.383 0.453 0.974
N: 3.527 -0.377 3.037
N: 0.815 3.330 0.204
C: -2.630 -0.442 1.182
C: -2.763 0.963 1.413
C: -2.169 1.260 2.675
C: -1.878 2.610 3.204
H: -2.157 3.379 2.474
H: -0.802 2.725 3.415
H: -2.423 2.806 4.140
C: -1.724 0.032 3.255
C: -0.916 -0.109 4.489
H: -1.527 -0.488 5.322
H: -0.490 0.854 4.797
H: -0.070 -0.801 4.352
C: -2.027 -1.023 2.342
C: -1.741 -2.457 2.577
H: -0.771 -2.611 3.075
H: -1.720 -3.043 1.648
H: -2.519 -2.875 3.240
C: -3.333 1.977 0.495
H: -4.239 2.425 0.939
H: -3.609 1.558 -0.482
H: -2.618 2.800 0.319
C: -2.978 -1.156 -0.073
H: -2.255 -1.949 -0.326
H: -2.994 -0.476 -0.940
H: -3.975 -1.623 0.021
C: 4.663 -0.938 2.669
H: 4.986 -1.817 3.237
C: 5.470 -0.469 1.601
H: 6.440 -0.932 1.434
C: 4.951 0.541 0.778
H: 5.506 0.885 -0.095
C: 3.737 1.122 1.112
H: 3.257 1.898 0.515
C: 3.031 0.658 2.282
C: 1.719 1.068 2.536
H: 1.466 1.537 3.486
C: 0.479 2.187 -0.349
C: 0.879 4.301 -0.778
H: 1.164 5.306 -0.526
C: 0.536 3.736 -1.981
H: 0.506 4.167 -2.974
N: 0.283 2.392 -1.721
C: -0.178 1.390 -2.627
C: -1.487 1.470 -3.141
C: -1.965 0.393 -3.898
H: -2.984 0.438 -4.291
C: -1.159 -0.706 -4.199
C: -1.629 -1.797 -5.110
H: -1.568 -2.779 -4.627
H: -1.003 -1.834 -6.010
H: -2.661 -1.621 -5.423
C: 0.123 -0.773 -3.652
H: 0.765 -1.627 -3.878
C: 0.611 0.239 -2.820
C: 1.973 0.095 -2.201
H: 2.748 0.626 -2.776
H: 2.250 -0.967 -2.146
H: 2.022 0.482 -1.170
C: -2.396 2.639 -2.910
H: -2.390 3.320 -3.775
H: -2.147 3.222 -2.017
H: -3.430 2.269 -2.808
Cl: 0.497 -4.419 -2.596
C: 0.953 -3.777 -1.068
C: 1.850 -4.460 -0.247
C: 2.152 -3.925 1.001
C: 1.627 -2.682 1.349
N: 0.858 -1.976 0.505
C: 0.443 -2.543 -0.649
H: 2.267 -5.401 -0.577
H: 2.805 -4.430 1.709
H: 1.843 -2.251 2.335
H: -0.261 -1.999 -1.279

Cartesian forces, eV/Å:
In -0.312 1.084 2.449
N 0.750 -0.056 -0.084
N 0.210 0.267 0.132
C 0.898 0.769 0.309
C 1.060 -0.643 0.523
C 0.114 -1.496 -0.489
C 0.028 0.507 0.374
H 0.076 -0.018 0.193
H -0.245 0.090 -0.058
H 0.086 0.146 -0.104
C -0.363 0.256 -1.363
C 0.067 -0.177 0.620
H 0.142 0.035 0.072
H -0.071 -0.214 -0.036
H -0.185 0.222 0.047
C 0.647 1.277 -0.180
C -0.104 -0.427 0.241
H -0.164 0.037 -0.004
H -0.112 0.046 0.120
H 0.254 -0.248 -0.170
C -0.228 0.479 -0.190
H 0.123 0.012 -0.278
H 0.038 0.066 0.219
H -0.218 -0.123 -0.052
C -0.561 -0.312 -0.355
H -0.291 0.083 0.174
H -0.088 -0.167 0.235
H 0.193 -0.072 -0.363
C 0.992 0.773 -0.516
H 0.019 0.264 -0.006
C -0.507 -0.508 0.235
H -0.217 0.048 -0.188
C 0.111 -0.012 0.378
H -0.039 -0.060 0.151
C -0.060 -0.741 0.528
H 0.246 -0.084 0.230
C 0.532 -1.241 -0.842
C -1.987 1.130 -0.763
H -0.337 -0.996 0.075
C -0.603 0.527 -1.294
C -0.470 -1.348 -0.109
H -0.009 0.150 -0.159
C 0.194 -0.024 0.134
H -0.095 -0.248 0.097
N 0.165 0.370 0.247
C -0.438 -0.293 0.437
C 0.396 -0.498 -0.100
C 0.401 0.067 -0.160
H 0.249 -0.033 0.099
C 0.144 0.284 0.223
C -0.130 -0.215 -0.186
H -0.042 0.154 -0.069
H -0.119 -0.027 0.110
H 0.082 -0.103 0.016
C -0.101 0.416 0.183
H -0.165 0.107 0.113
C -0.243 0.181 -0.423
C 0.434 -0.114 0.316
H -0.246 -0.120 0.151
H 0.014 0.239 -0.148
H 0.075 -0.063 -0.568
C -0.453 0.252 0.017
H 0.095 -0.142 0.217
H 0.017 -0.214 -0.193
H 0.344 0.194 0.018
Cl -0.133 -0.157 -0.286
C 0.109 0.574 0.909
C -0.211 0.190 0.146
C -0.187 0.170 -0.195
C -0.013 0.212 -0.094
N -0.491 -0.548 -0.489
C 0.840 -0.189 0.308
H 0.013 -0.026 0.013
H -0.125 0.003 -0.234
H -0.042 0.254 -0.512
H 0.246 0.023 0.204

=====

# 3
# C43H39F13NO4

A cluster of 6 separate species, C43H39F13NO4 in total (the ωB97M-V functional and the def2-TZVPD basis, OMol25).

- Charge: -1
- Max |F|: 0.0172 hartree/bohr
- Frontier orbital gap: 7.63 eV
- E_tot: -3315.9440 a.u.
- ΔE to the lowest compared entry with this formula, charge and spin: 0.0 kJ/mol

Atoms and positions in Å:
O: 0.568 2.187 -4.439
C: 0.890 2.215 -3.280
C: 0.148 1.433 -2.232
C: 0.858 0.194 -1.590
C: 2.438 0.102 -1.920
O: 2.898 1.146 -2.391
O: 2.942 -1.003 -1.686
N: 0.280 -1.072 -2.050
C: -1.061 -1.406 -1.564
C: -1.729 -2.597 -2.267
C: -2.348 -3.534 -1.250
F: -1.434 -3.887 -0.264
C: 0.513 -1.298 -3.464
C: 1.382 -2.491 -3.827
C: 1.446 -3.665 -2.998
O: 0.717 -3.689 -4.253
C: 0.713 0.302 -0.064
F: -0.596 0.489 0.309
F: 1.129 -0.857 0.523
C: 1.509 1.464 0.655
F: 0.696 2.015 1.601
F: 1.857 2.447 -0.179
C: 2.770 1.015 1.446
F: 3.439 2.119 1.814
F: 3.577 0.243 0.761
F: 2.408 0.367 2.560
H: 1.725 2.819 -2.949
H: -0.129 2.154 -1.463
H: -0.792 1.107 -2.675
H: -0.997 -1.636 -0.506
H: -1.750 -0.555 -1.630
H: -1.089 -3.146 -2.951
H: -2.559 -2.228 -2.871
H: -2.688 -4.449 -1.742
H: -3.212 -3.061 -0.784
H: 1.015 -0.430 -3.889
H: -0.424 -1.400 -4.015
H: 2.307 -2.227 -4.346
H: 2.340 -4.274 -3.052
H: 0.826 -3.717 -2.115
F: 1.373 -5.945 -0.011
C: 1.802 -5.246 1.060
C: 1.941 -3.876 0.960
C: 2.392 -3.184 2.075
C: 2.705 -3.856 3.249
C: 2.557 -5.234 3.317
C: 2.096 -5.943 2.216
H: 1.709 -3.361 0.036
H: 2.506 -2.112 2.015
H: 3.062 -3.304 4.109
H: 2.802 -5.764 4.229
H: 1.970 -7.017 2.243
F: 5.501 4.637 8.276
C: 5.189 4.375 6.984
C: 4.422 5.288 6.290
C: 4.109 5.012 4.966
C: 4.555 3.844 4.364
C: 5.323 2.945 5.091
C: 5.650 3.207 6.415
H: 4.081 6.188 6.782
H: 3.510 5.715 4.403
H: 4.306 3.633 3.336
H: 5.668 2.032 4.626
H: 6.251 2.523 6.999
F: -3.448 -2.405 1.560
C: -2.790 -1.970 2.654
C: -2.714 -0.611 2.881
C: -2.032 -0.170 4.005
C: -1.446 -1.080 4.873
C: -1.537 -2.441 4.614
C: -2.211 -2.900 3.493
H: -3.169 0.077 2.182
H: -1.957 0.892 4.199
H: -0.910 -0.729 5.745
H: -1.070 -3.153 5.279
H: -2.288 -3.954 3.263
F: -0.103 4.546 -1.965
C: 0.054 5.783 -2.467
C: 1.322 6.188 -2.832
C: 1.480 7.463 -3.353
C: 0.386 8.307 -3.495
C: -0.876 7.871 -3.117
C: -1.053 6.596 -2.599
H: 2.157 5.511 -2.710
H: 2.464 7.797 -3.651
H: 0.517 9.301 -3.902
H: -1.731 8.525 -3.225
H: -2.027 6.229 -2.303
F: -4.842 -1.554 -1.863
C: -5.883 -2.093 -2.522
C: -7.030 -1.337 -2.667
C: -8.104 -1.890 -3.349
C: -8.022 -3.176 -3.866
C: -6.856 -3.911 -3.703
C: -5.770 -3.372 -3.028
H: -7.069 -0.340 -2.252
H: -9.008 -1.310 -3.476
H: -8.863 -3.602 -4.396
H: -6.787 -4.914 -4.103
H: -4.852 -3.927 -2.897

Cartesian forces, eV/Å:
O -0.295 0.021 -0.823
C 0.279 -0.273 0.257
C -0.065 -0.134 0.417
C -0.146 -0.135 -0.049
C -0.549 -0.684 0.121
O 0.737 0.226 -0.214
O 0.116 0.308 -0.111
N -0.407 -0.158 0.427
C 0.008 0.101 -0.215
C -0.127 0.050 0.224
C -0.256 0.062 -0.461
F 0.000 -0.153 0.034
C 0.265 0.209 -0.406
C 0.367 0.490 0.315
C -0.082 -0.511 -0.387
O 0.123 0.133 0.056
C 0.293 -0.281 -0.099
F 0.197 -0.040 -0.009
F -0.402 0.270 0.133
C -0.399 -0.173 0.252
F 0.125 0.059 -0.054
F 0.064 0.069 -0.058
C -0.227 -0.019 -0.065
F 0.092 0.063 0.091
F 0.292 -0.049 -0.223
F -0.015 0.056 0.144
H 0.031 0.483 0.193
H 0.007 0.055 0.086
H -0.022 -0.101 -0.103
H 0.111 -0.079 0.101
H -0.068 0.179 -0.111
H 0.232 -0.012 0.132
H -0.027 -0.046 -0.164
H 0.072 -0.124 0.086
H 0.112 -0.011 0.309
H -0.090 0.128 -0.041
H -0.082 0.103 -0.050
H -0.340 -0.197 -0.231
H 0.035 0.002 0.371
H 0.055 -0.090 0.153
F -0.039 -0.024 -0.086
C 0.045 0.056 0.089
C -0.040 -0.029 -0.075
C 0.066 0.010 0.023
C -0.036 -0.008 0.013
C -0.015 -0.019 0.017
C 0.016 -0.014 0.024
H 0.006 0.048 -0.001
H 0.006 0.005 -0.013
H 0.004 0.002 0.003
H -0.011 0.001 -0.003
H -0.001 0.005 -0.021
F 0.000 -0.001 -0.010
C 0.007 0.002 0.025
C -0.024 0.034 -0.009
C 0.015 -0.018 -0.001
C 0.022 0.052 0.058
C -0.007 0.004 -0.011
C 0.019 -0.036 -0.004
H 0.011 -0.002 0.009
H -0.017 0.008 -0.004
H -0.016 -0.001 -0.023
H 0.008 -0.011 -0.007
H -0.011 0.004 0.014
F -0.078 -0.005 0.005
C 0.049 0.035 -0.061
C 0.002 0.025 -0.004
C -0.011 -0.002 0.014
C 0.011 -0.005 0.018
C 0.025 0.056 -0.016
C -0.035 -0.055 0.009
H 0.018 -0.016 -0.021
H 0.022 0.010 -0.017
H 0.006 -0.004 -0.006
H 0.037 -0.045 0.045
H 0.023 0.024 -0.037
F -0.112 0.079 0.081
C 0.053 -0.055 -0.016
C 0.051 0.027 -0.008
C -0.018 0.015 0.003
C -0.001 -0.003 0.003
C 0.024 0.008 -0.002
C -0.032 0.023 0.003
H -0.021 -0.026 -0.014
H 0.016 0.004 0.000
H 0.000 0.007 -0.005
H -0.014 0.004 -0.011
H 0.007 -0.017 0.007
F -0.005 0.015 0.007
C -0.042 0.068 0.000
C -0.041 0.018 0.000
C 0.001 -0.027 -0.009
C 0.005 0.006 0.005
C -0.020 0.008 -0.001
C 0.042 -0.057 -0.009
H 0.022 0.003 -0.002
H -0.014 0.007 0.005
H -0.006 -0.005 -0.006
H 0.007 -0.011 -0.015
H 0.008 0.024 0.020